Density functional theory data (ωB97M-V/def2-TZVPD) for 2 unconnected molecules or ions with the total composition C6H12N2 in a non-equilibrium geometry.

HOMO-LUMO gap: 9.466 eV
E_HOMO: -8.5828 eV
2S+1: 1
Structure (SMILES): Cc1c[nH]cn1.CC
Largest force on an atom: 2.016 eV/Å
E_tot: -345.3128 a.u.

The geometry in XYZ format:
```
20
C6H12N2, DFT ωB97M-V/def2-TZVPD
C -1.159 3.614 0.414
C 0.087 2.704 0.551
H -1.519 3.955 1.384
H -1.051 4.372 -0.358
H -1.995 2.988 0.077
H 0.411 2.331 -0.408
H -0.351 1.847 1.071
H 0.850 3.151 1.181
C 0.290 -2.990 1.117
C -0.544 -0.119 -0.793
C 0.334 -1.804 0.216
C 1.202 -1.448 -0.768
N -0.740 -0.941 0.194
N 0.641 -0.366 -1.413
H -1.176 0.671 -1.158
H 0.969 -0.066 -2.318
H 2.210 -1.768 -0.977
H -0.303 -2.763 1.993
H 1.272 -3.383 1.390
H -0.070 -3.852 0.545
```


Density functional theory data (ωB97M-V/def2-TZVPD) for C6H12N2 in the gas phase in a non-equilibrium geometry.

HOMO-LUMO gap: 8.847 eV
E_HOMO: -7.8126 eV
2S+1: 1
Structure (SMILES): C=CN(N=C)C(C)C
Largest force on an atom: 5.212 eV/Å
E_tot: -345.1747 a.u.

The geometry in XYZ format:
```
20
C6H12N2, DFT ωB97M-V/def2-TZVPD
C 2.364 -1.603 0.323
C 1.226 2.277 -0.123
C 1.089 -1.329 0.040
C -1.352 0.319 1.150
C -1.770 -0.787 -1.011
C -0.867 0.336 -0.362
N 1.469 1.033 -0.195
N 0.606 0.052 -0.364
H 2.473 -2.534 0.699
H 3.279 -0.959 0.140
H 2.029 3.090 -0.176
H 0.271 2.608 -0.016
H 0.151 -1.786 0.132
H -0.801 0.972 1.643
H -2.408 0.710 1.123
H -1.116 -0.735 1.649
H -1.210 -1.100 -1.956
H -2.587 -0.237 -1.376
H -1.973 -1.672 -0.381
H -0.873 1.343 -0.942
```


Density functional theory data (ωB97M-V/def2-TZVPD) for C6H12N2 in the gas phase in a non-equilibrium geometry.

HOMO-LUMO gap: 9.146 eV
E_HOMO: -8.0373 eV
2S+1: 1
Structure (SMILES): C/C=C1/[C@@H](C)[C@@H]1NN
Largest force on an atom: 3.162 eV/Å
E_tot: -345.1825 a.u.

The geometry in XYZ format:
```
20
C6H12N2, DFT ωB97M-V/def2-TZVPD
C 0.387 0.709 -0.049
C 1.484 1.415 -0.133
C -1.068 0.544 -0.237
C -0.225 -0.759 -0.041
C 2.848 0.805 -0.025
C -1.749 0.769 -1.547
N -1.544 -2.001 1.710
N -0.256 -1.538 1.231
H 1.436 2.537 -0.475
H -1.671 0.667 0.692
H 0.069 -1.437 -0.796
H 3.420 1.414 0.699
H 3.426 0.881 -0.942
H 2.736 -0.175 0.372
H -1.124 0.251 -2.301
H -1.734 1.834 -1.739
H -2.713 0.364 -1.384
H -1.924 -1.740 2.595
H -2.243 -2.272 1.062
H 0.445 -2.268 1.308
```


Density functional theory data (ωB97M-V/def2-TZVPD) for C6H12N2 in the gas phase in a non-equilibrium geometry.

HOMO-LUMO gap: 9.670 eV
E_HOMO: -8.7785 eV
2S+1: 1
Structure (SMILES): CCC[C@@H]1CC=NN1
Largest force on an atom: 5.450 eV/Å
E_tot: -345.1664 a.u.

The geometry in XYZ format:
```
20
C6H12N2, DFT ωB97M-V/def2-TZVPD
C -2.083 1.224 -0.248
C -1.860 -0.271 -0.467
C -1.106 -1.178 0.468
C 0.439 -0.718 0.625
C 0.659 0.698 1.152
C 1.768 1.039 -0.030
H -2.269 1.555 -1.387
H -1.199 1.844 -0.227
H -2.660 1.328 0.589
H -2.965 -0.585 -0.702
H -1.693 -0.288 -1.564
H -1.602 -1.025 1.496
H -1.153 -2.243 0.195
H 0.930 -1.590 1.111
H 1.149 0.659 2.187
H -0.414 1.160 1.098
H 2.313 1.950 -0.253
H 0.449 -1.251 -1.275
N 1.902 0.142 -0.893
N 1.272 -1.038 -0.573
```


Density functional theory data (ωB97M-V/def2-TZVPD) for a molecular structure, C6H12N2 in a non-equilibrium geometry.

HOMO-LUMO gap: 7.572 eV
E_HOMO: -6.5281 eV
2S+1: 1
Largest force on an atom: 1.881 eV/Å
E_tot: -345.2115 a.u.

The geometry in XYZ format:
```
20
C6H12N2, DFT ωB97M-V/def2-TZVPD
C -1.143 -1.347 -0.418
C 0.091 -1.590 0.356
C 0.392 1.005 -1.470
C 1.172 2.052 0.623
C -0.133 -0.131 0.685
C 0.443 0.931 -0.105
N -1.231 -1.834 -1.747
N -0.515 0.141 2.037
H -2.110 -1.364 0.076
H -1.750 -1.218 -2.364
H -0.331 -2.024 -2.172
H 0.054 0.809 2.540
H -0.582 -0.671 2.646
H -0.050 -2.259 1.206
H 0.983 -1.816 -0.228
H 1.015 1.708 -2.015
H -0.380 0.566 -2.076
H 1.800 1.664 1.430
H 1.814 2.615 -0.060
H 0.463 2.765 1.056
```


Density functional theory data (ωB97M-V/def2-TZVPD) for 2 unconnected molecules or ions with the total composition C6H12N2 in a non-equilibrium geometry.

HOMO-LUMO gap: 9.111 eV
E_HOMO: -8.2185 eV
2S+1: 1
Structure (SMILES): CCC(C)=C=N.C=N
Largest force on an atom: 3.080 eV/Å
E_tot: -345.2042 a.u.

The geometry in XYZ format:
```
20
C6H12N2, DFT ωB97M-V/def2-TZVPD
C -0.989 0.981 -0.169
C 1.722 1.809 -1.257
C 0.321 -0.115 1.635
C -1.913 -2.450 0.257
C 1.394 0.426 -0.651
C 0.179 0.558 0.256
N -1.933 1.688 -0.452
N -1.067 -2.638 -0.656
H 2.732 1.706 -1.577
H 1.726 2.495 -0.489
H 1.101 2.060 -2.072
H -0.028 -1.212 1.842
H 1.301 0.103 2.106
H -0.517 0.279 2.307
H -2.853 1.404 -0.810
H -2.973 -2.572 0.245
H -1.539 -2.063 1.138
H 1.217 -0.297 -1.401
H 2.284 0.117 0.015
H -0.163 -2.279 -0.267
```


Density functional theory data (ωB97M-V/def2-TZVPD) for a gas-phase ion, C6H12N2 (charge +2) in a non-equilibrium geometry.

HOMO-LUMO gap: 9.777 eV
E_HOMO: -19.1358 eV
2S+1: 1
Largest force on an atom: 5.366 eV/Å
Net charge: +2
E_tot: -344.4862 a.u.

The geometry in XYZ format:
```
20
C6H12N2, DFT ωB97M-V/def2-TZVPD
C -0.167 0.153 -0.409
C -0.806 1.260 -1.160
C -0.572 -0.708 -2.338
C 1.302 -0.414 2.501
C 0.868 -1.409 1.404
C 0.521 0.644 1.882
N 0.392 -0.109 0.669
N -1.439 0.607 -2.355
H -1.501 1.869 -0.650
H 0.006 1.854 -1.419
H 0.429 -0.603 -2.735
H -1.116 -1.652 -2.199
H 1.023 -0.748 3.486
H 2.422 -0.301 2.413
H 1.713 -1.885 0.938
H 0.094 -2.192 1.549
H -0.579 0.678 2.140
H 1.022 1.740 1.895
H -2.437 0.356 -2.293
H -1.176 0.860 -3.319
```


Density functional theory data (ωB97M-V/def2-TZVPD) for 2 unconnected molecules or ions with the total composition C6H12N2 in a non-equilibrium geometry.

HOMO-LUMO gap: 10.485 eV
E_HOMO: -19.4958 eV
2S+1: 1
Largest force on an atom: 3.956 eV/Å
Net charge: +2
E_tot: -344.4803 a.u.

The geometry in XYZ format:
```
20
C6H12N2, DFT ωB97M-V/def2-TZVPD
C -1.472 -0.872 1.283
C -0.584 -1.723 0.455
C 1.913 -0.165 0.220
C 1.848 -0.238 -1.054
C -0.976 1.673 -0.600
C -1.100 0.242 -1.141
N 2.180 -0.108 1.442
N -0.990 -0.655 -0.083
H -1.087 -0.164 2.153
H -0.111 -2.680 0.228
H -2.505 -0.931 1.444
H 2.501 0.400 -1.642
H 1.181 -0.866 -1.582
H -1.810 2.360 -0.918
H -1.111 1.592 0.564
H -0.065 2.232 -0.910
H -0.649 -0.086 -2.092
H -2.071 0.068 -1.657
H 2.987 -0.668 1.812
H 1.922 0.588 2.081
```


We obtain ΔE to the lowest compared entry with this formula, charge and spin values of 0.409, 4.168, 3.956, 4.394, 3.165, 3.366, 4.445, 4.606 eV for the records listed above, in that order.